Formula: C2H3NO3S
Source: the Open Molecules 2025 dataset
Level of theory: the ωB97M-V functional and the def2-TZVPD basis

Element x y z (Å)
C  -0.611  1.586  -0.188
C  0.474  -0.070  1.179
N  -0.402  1.146  0.931
O  1.056  -1.033  -2.239
O  -1.195  -1.789  -1.617
O  0.456  -1.085  0.302
S  -0.149  -0.821  -1.395
H  -1.138  2.449  -0.572
H  1.469  0.149  1.484
H  0.041  -0.531  2.115

E_HOMO (spin up / spin down)   -9.65 / -9.64 eV
LUMO level (spin up / spin down)   -0.0820 / -0.0822 hartree
Max |F|   4.4 eV Å⁻¹
Energy above the lowest of the compared OMol25 structures with the same formula, charge and spin   4.275 eV
Orbital gap (spin up / spin down)   0.2725 / 0.2721 Eh
Calculated total energy   -756.5190 hartree

Formula: C4H12NOS
Source: the Open Molecules 2025 dataset
Level of theory: the ωB97M-V functional and the def2-TZVPD basis

Element x y z (Å)
C  -1.620  1.424  0.323
C  0.276  -0.352  -1.292
C  -0.894  0.259  0.896
C  0.463  -0.126  0.180
N  0.968  -1.450  0.776
O  1.524  0.841  0.430
S  3.065  0.330  0.082
H  -0.934  2.297  0.459
H  -1.853  1.477  -0.736
H  -2.534  1.593  1.006
H  0.975  -1.107  -1.676
H  -0.719  -0.636  -1.651
H  0.409  0.709  -1.778
H  -0.645  0.318  1.932
H  -1.640  -0.664  0.810
H  0.056  -1.946  0.753
H  1.299  -1.255  1.683
H  1.725  -1.748  0.092
H  3.309  1.022  -1.051

E_HOMO   -13.80 eV
LUMO level   -0.1272 hartree
Max |F|   3.6 eV Å⁻¹
Energy above the lowest of the compared OMol25 structures with the same formula, charge and spin   1.842 eV
Structure (SMILES)   CC[C@](C)([NH3+])OS
Orbital gap   0.3799 Eh
Total charge   +1
Calculated total energy   -687.4778 hartree